Entry 1:
{
  "formula": "C15H23N3O3",
  "method": "wB97M-V/def2-TZVPD",
  "species": ["N", "C", "C", "C", "C", "C", "N", "C", "O", "N", "C", "C", "C", "C", "C", "C", "C", "C", "C", "O", "O", "H", "H", "H", "H", "H", "H", "H", "H", "H", "H", "H", "H", "H", "H", "H", "H", "H", "H", "H", "H", "H", "H", "H"],
  "xyz": [[6.739316, -1.749585, 0.133570], [6.198250, -0.586046, -0.673227], [4.688674, -0.332886, -0.791050], [4.048699, 0.103102, 0.637897], [2.650237, -0.009432, 0.721085], [1.689522, 0.968082, -0.082102], [2.266408, 2.253205, 0.341637], [0.185484, 0.947307, 0.359519], [-0.367176, 1.607151, 1.285107], [-0.399100, 0.022819, -0.515081], [-1.915727, 0.278971, -0.711384], [-2.446503, -0.441631, 0.562638], [-3.939774, -0.622853, 0.395829], [-4.982388, -0.094020, 1.384571], [-6.227643, -0.164725, 0.847863], [-6.542911, -0.928784, -0.296698], [-5.669735, -1.769598, -0.919066], [-4.262003, -1.547559, -0.515219], [-2.014607, 1.797175, -0.999187], [-1.202861, 2.647605, -1.199422], [-3.291322, 2.320950, -0.622672], [6.876034, -1.779960, 1.190774], [6.101624, -2.632190, -0.037002], [6.407178, -0.922209, -1.779670], [6.682591, 0.345065, -0.418655], [4.472003, 0.380792, -1.556115], [4.107290, -1.434796, -0.946996], [4.326014, 1.231140, 0.911279], [4.465784, -0.491134, 1.441390], [2.214002, 0.116994, 1.779981], [2.382131, -1.134833, 0.621491], [1.752926, 1.002389, -1.222030], [1.391019, 3.002519, 0.117933], [2.478473, 2.069182, 1.486636], [0.196641, -0.018750, -1.262437], [-2.310041, 0.077000, -1.712213], [-2.166695, 0.131519, 1.570637], [-1.876607, -1.522486, 0.556446], [-4.634650, 0.471714, 2.362525], [-6.936919, 0.578151, 1.255514], [-7.682886, -1.137304, -0.644130], [-6.032609, -2.496465, -1.599006], [-3.525725, -2.118311, -1.179200], [-3.892402, 1.582709, -0.281773]],
  "forces_ev_per_angstrom": [[-2.0, -2.1, 0.5], [-0.2, -2.1, -1.9], [-1.9, -3.2, 3.9], [4.3, 3.2, -1.2], [-6.5, -3.0, 1.1], [1.7, 1.6, 1.1], [-2.3, 1.9, 2.0], [-0.3, -0.2, 1.2], [2.0, -2.4, -3.0], [-3.6, 1.9, 2.2], [3.9, 0.8, 0.1], [0.3, -0.4, 1.2], [-0.1, -0.1, 4.3], [3.7, 0.2, -1.8], [-1.2, 1.7, 0.5], [-3.7, -1.6, -0.7], [2.5, 1.8, 2.2], [-2.6, -2.3, -4.0], [-2.7, 2.6, 4.4], [0.5, -1.3, -1.3], [0.1, -2.4, -0.4], [-0.6, 1.1, -2.0], [1.6, 2.4, 0.2], [0.4, 1.0, 2.0], [0.5, 0.0, 0.0], [-0.3, 0.3, -0.6], [1.6, 2.9, -0.2], [-0.1, -2.3, -0.8], [0.4, -0.3, 0.0], [1.0, 0.2, -1.1], [0.1, 1.6, -0.5], [0.0, -0.6, 1.4], [3.3, -2.2, 1.6], [-1.4, 1.6, -3.9], [1.0, -0.5, -2.7], [0.1, -2.0, 0.2], [-0.4, -1.1, -2.5], [-1.5, 2.8, 0.1], [-1.0, -1.1, -2.4], [-0.2, -1.1, 0.0], [2.6, 1.2, 1.1], [0.2, -0.5, -0.7], [-0.6, 1.1, 1.3], [1.0, 1.3, -0.7]],
  "homo_energy_ev": -9.11,
  "e_tot_ha": -975.14707,
  "spin_multiplicity": 1,
  "de_lowest_kj_mol": 767.63
}

Entry 2:
{
  "formula": "C15H23N3O3",
  "method": "wB97M-V/def2-TZVPD",
  "species": ["N", "C", "C", "C", "C", "C", "N", "C", "O", "N", "C", "C", "C", "C", "C", "C", "C", "C", "C", "O", "O", "H", "H", "H", "H", "H", "H", "H", "H", "H", "H", "H", "H", "H", "H", "H", "H", "H", "H", "H", "H", "H", "H", "H"],
  "xyz": [[5.624681, -3.160195, -1.104737], [4.832150, -3.238816, -2.325125], [3.493855, -3.990916, -2.223657], [2.510122, -3.409174, -1.194991], [2.032484, -1.993851, -1.539345], [1.012973, -1.445770, -0.528456], [-0.230901, -2.207734, -0.413991], [0.683692, 0.008534, -0.858698], [1.234419, 0.627961, -1.755860], [-0.315364, 0.614096, -0.113387], [-0.825260, 0.210657, 1.178763], [-0.845131, 1.379887, 2.175158], [-1.646434, 2.570108, 1.665571], [-3.036483, 2.572077, 1.738407], [-3.762026, 3.637463, 1.238852], [-3.102045, 4.734268, 0.674988], [-1.715611, 4.754413, 0.602575], [-0.988576, 3.664307, 1.103860], [-2.223971, -0.428757, 1.092790], [-2.776637, -0.843542, 2.091422], [-2.808559, -0.434472, -0.096861], [5.114690, -2.634452, -0.387933], [5.764222, -4.085499, -0.705259], [4.683215, -2.215219, -2.679977], [5.450886, -3.737788, -3.081603], [3.705169, -5.041128, -1.915403], [3.035299, -4.018965, -3.191396], [2.974656, -3.414633, -0.195757], [1.664041, -4.106064, -1.128547], [1.603177, -1.969173, -2.579938], [2.909673, -1.311954, -1.608210], [1.490748, -1.440868, 0.458691], [-0.061058, -3.087188, 0.019347], [-0.624998, -2.364869, -1.334474], [-0.373090, 1.584875, -0.328453], [-0.201820, -0.589001, 1.597158], [0.176052, 1.703339, 2.367979], [-1.260962, 0.996932, 3.114957], [-3.552201, 1.711863, 2.191289], [-4.837651, 3.615374, 1.316981], [-3.657765, 5.545343, 0.285906], [-1.213996, 5.557647, 0.145332], [0.098103, 3.721856, 1.065842], [-2.147512, -0.089748, -0.715463]],
  "forces_ev_per_angstrom": [[-0.3, 0.1, 0.6], [0.0, -0.2, -0.2], [0.5, -0.2, 1.2], [0.0, 0.0, -0.1], [0.3, 0.1, -0.7], [0.3, -0.1, -0.4], [0.1, 0.9, -0.3], [0.0, 0.5, -0.2], [-0.3, -0.4, 0.6], [0.4, -0.7, -0.2], [0.0, -0.6, 0.2], [-0.4, 0.2, 0.0], [0.6, -0.2, 0.2], [-0.2, -0.5, 0.1], [0.3, 0.3, 0.0], [0.4, -0.9, 0.3], [-0.6, -1.5, 0.6], [-0.3, 0.5, -0.2], [-0.4, -0.1, 1.3], [0.5, 0.3, -0.9], [-0.1, 0.0, -0.1], [0.3, -0.1, -0.3], [0.0, 0.1, -0.1], [-0.1, -0.1, 0.0], [-0.1, 0.1, 0.1], [-0.1, 0.5, -0.3], [-0.4, -0.1, -0.7], [-0.1, 0.0, -0.2], [0.0, 0.2, 0.0], [0.2, -0.1, 0.9], [-0.6, -0.3, 0.2], [0.0, 0.0, 0.0], [0.0, -0.7, 0.2], [0.0, -0.1, 0.0], [-0.2, 0.8, -0.1], [-0.1, 0.3, -0.1], [0.1, -0.1, 0.0], [0.0, 0.1, -0.2], [0.2, 0.5, -0.2], [-0.1, 0.1, -0.1], [-0.5, 0.7, -0.3], [0.6, 0.9, -0.4], [-0.1, -0.2, 0.0], [0.0, 0.1, -0.2]],
  "homo_energy_ev": -9.45,
  "e_tot_ha": -975.40875,
  "spin_multiplicity": 1,
  "de_lowest_kj_mol": 80.61
}

Entry 3:
{
  "formula": "C15H23N3O4S",
  "method": "wB97M-V/def2-TZVPD",
  "species": ["C", "C", "O", "N", "C", "C", "C", "C", "C", "C", "H", "H", "S", "O", "O", "N", "H", "C", "C", "H", "H", "C", "N", "C", "C", "O", "C", "C", "H", "H", "H", "H", "H", "H", "H", "H", "H", "H", "H", "H", "H", "H", "H", "H", "H", "H"],
  "xyz": [[-4.542480, -3.061973, 0.668231], [-3.254803, -2.397612, -0.073447], [-3.336227, -1.580324, -1.064198], [-2.174302, -2.710725, 0.541969], [-0.921654, -2.399567, 0.118639], [-0.689907, -1.691144, -0.889095], [0.562071, -1.277038, -0.998141], [1.598958, -1.288419, -0.315453], [1.280035, -1.923383, 0.902807], [0.090991, -2.455342, 1.220749], [-0.241473, -2.710669, 2.177083], [2.017379, -1.974968, 1.620922], [3.281237, -0.820443, -0.580236], [3.656084, -0.819351, -1.785291], [4.098992, -1.072095, 0.478251], [3.026678, 0.977443, -0.233818], [2.653134, 1.247639, -1.095096], [2.803929, 1.565392, 1.002481], [1.474835, 1.754398, 1.287808], [0.965994, 0.675490, 1.566633], [1.256879, 2.117626, 2.240452], [0.365870, 2.527148, 0.533734], [-0.857424, 2.691689, 0.988482], [-1.594479, 3.871245, 0.783363], [-2.104330, 3.999223, -1.056144], [-2.895503, 2.763713, -1.019395], [-2.312745, 1.328278, -0.772505], [-1.706524, 1.623137, 0.617796], [-1.288622, 0.486942, 0.911283], [-2.532834, 1.477640, 1.439618], [-3.056507, 0.840402, -0.966785], [-1.549476, 1.349665, -1.635836], [-2.659767, 4.770309, -0.972198], [-1.302879, 3.657670, -1.570236], [-0.877738, 4.591296, 0.753243], [-2.317756, 4.129260, 1.354972], [0.507823, 1.936102, -0.773489], [0.911590, 3.448552, 0.509941], [3.410061, 1.080184, 1.650170], [3.121534, 2.767835, 0.991437], [0.999900, -0.761493, -1.940085], [-1.540307, -1.404361, -1.446736], [-2.393867, -3.274657, 1.441876], [-5.541631, -2.961265, 0.051673], [-4.560939, -4.079948, 0.520558], [-4.550041, -2.777544, 1.595745]],
  "forces_ev_per_angstrom": [[-0.8, 1.0, -8.2], [-5.8, 2.7, -3.4], [-0.3, -3.0, 3.0], [-0.1, -3.2, 3.5], [1.1, -2.5, 9.4], [-1.3, 2.0, -4.4], [0.8, 4.9, -10.9], [4.5, -3.7, 6.9], [1.2, -0.4, 1.5], [-1.5, 0.5, -4.0], [0.0, -0.8, 1.3], [1.6, 0.0, 1.8], [-8.8, 7.9, 16.0], [5.2, -1.1, -18.9], [3.0, -3.3, 4.5], [2.1, -4.4, -2.8], [-1.0, 1.6, -0.9], [2.1, 5.6, -3.5], [-9.1, -4.7, 3.8], [1.0, 1.8, -1.1], [0.6, 1.2, 2.2], [7.4, -1.4, -5.7], [-4.5, -2.1, 0.9], [4.8, 0.0, -7.8], [1.6, -9.5, 6.9], [-2.2, 0.1, -1.3], [10.3, 12.3, 0.5], [-2.5, -8.3, 3.2], [0.2, 2.8, -0.6], [0.8, 1.0, -1.8], [-8.0, -6.1, -1.2], [-0.8, -1.0, 1.5], [-3.6, 5.4, -0.8], [2.9, 0.9, -2.1], [1.9, 2.7, 0.5], [-5.1, 0.8, 3.8], [-0.8, 2.0, 3.1], [-0.2, 1.3, -0.9], [1.5, -1.3, 2.7], [0.6, -2.6, -0.3], [-2.3, -0.5, 0.1], [0.0, 0.3, -1.3], [1.4, 1.2, -2.2], [1.9, 1.2, 1.4], [1.1, -2.7, 0.4], [-0.5, 1.6, 5.3]],
  "homo_energy_ev": -7.40,
  "e_tot_ha": -1448.19244,
  "spin_multiplicity": 1,
  "de_lowest_kj_mol": 1798.67
}

Entry 4:
{
  "formula": "C15H23N3O9",
  "method": "wB97M-V/def2-TZVPD",
  "species": ["N", "C", "C", "O", "C", "O", "C", "C", "O", "C", "C", "N", "C", "C", "C", "O", "N", "C", "O", "C", "O", "C", "O", "C", "O", "C", "O", "H", "H", "H", "H", "H", "H", "H", "H", "H", "H", "H", "H", "H", "H", "H", "H", "H", "H", "H", "H", "H", "H", "H"],
  "xyz": [[4.446494, 1.396283, 3.731308], [3.737179, 0.186267, 3.351504], [2.874086, 0.527876, 2.123124], [2.077389, -0.548242, 1.641346], [1.056463, -0.016217, 0.787432], [-0.018109, -0.922439, 0.744013], [0.251568, -2.147664, 0.015427], [-0.107931, -2.099602, -1.431599], [-1.514489, -2.229768, -1.617608], [-1.935154, -1.680086, -2.861848], [-3.186596, -0.803268, -2.751547], [-3.337933, -0.160693, -1.435819], [-3.835958, -0.945194, -0.395948], [-3.645314, -0.525750, 0.904549], [-2.905626, 0.706447, 1.114750], [-2.743478, 1.144792, 2.232746], [-2.448901, 1.481819, 0.076608], [-2.617775, 1.016712, -1.199032], [-2.074318, 1.666569, -2.108193], [-0.662400, -1.017827, -3.406693], [-0.838172, 0.274673, -4.035135], [0.240809, -0.854949, -2.205074], [1.615986, -0.783542, -2.562262], [0.657710, 1.372865, 1.403286], [0.686126, 2.450641, 0.462687], [1.803178, 1.600277, 2.407577], [2.385463, 2.925190, 2.304310], [5.116957, 1.636904, 3.004806], [4.965856, 1.319342, 4.598561], [4.390783, -0.634569, 3.083276], [3.071338, -0.117749, 4.172183], [3.516564, 0.860109, 1.341285], [1.452770, 0.145050, -0.216959], [1.317770, -2.398997, 0.074732], [-0.377273, -2.942315, 0.455391], [0.373056, -2.980274, -1.940751], [-2.228698, -2.488024, -3.521156], [-3.184744, -0.054858, -3.564040], [-4.039617, -1.440457, -2.929842], [-4.370132, -1.839251, -0.644470], [-4.039724, -1.104929, 1.719506], [-1.701402, 2.112416, 0.282409], [-0.243394, -1.718814, -4.098668], [-1.223334, 0.911504, -3.356646], [0.000489, -0.001495, -1.629037], [1.670709, -0.210470, -3.339050], [-0.279111, 1.379565, 1.934240], [1.325224, 3.111059, 0.845944], [1.414475, 1.524035, 3.441081], [3.111138, 2.917050, 2.997296]],
  "forces_ev_per_angstrom": [[0.3, 0.6, -0.2], [-1.0, -0.3, -0.4], [-1.6, -0.1, 0.8], [0.1, -0.4, 0.1], [-0.4, 0.2, 0.4], [0.2, -0.1, -0.2], [0.0, 0.2, 0.6], [0.4, -0.8, -1.1], [-0.9, 0.1, 0.5], [0.5, 0.1, 0.1], [0.2, 0.6, 0.0], [0.2, 0.1, -0.1], [1.0, 1.9, 2.3], [-0.3, -0.8, -3.3], [-0.6, 0.4, 2.2], [0.4, 0.1, 1.0], [-1.5, -2.7, -1.1], [1.4, 1.0, -1.4], [-0.8, -0.9, 0.4], [-0.8, 2.7, 0.1], [-0.1, -0.8, 0.3], [0.8, -1.4, -0.8], [-0.2, -0.2, 0.0], [1.5, 0.4, -0.2], [0.2, -0.1, 0.3], [1.0, 0.8, 1.2], [0.4, -0.6, 0.8], [0.0, 0.0, 0.2], [-0.2, -0.2, -0.1], [0.2, -0.4, 0.1], [0.2, 0.0, -0.2], [0.7, 0.6, -0.8], [0.3, 0.1, 0.0], [-0.2, 0.0, 0.3], [0.5, 0.4, 0.2], [-0.1, 0.6, 0.5], [0.0, -0.4, -0.3], [0.1, -0.2, 0.5], [-0.4, 0.0, 0.3], [-0.1, -0.2, -0.3], [0.1, 0.2, 0.3], [0.4, 0.7, -0.2], [0.6, 0.0, -0.7], [0.4, -0.9, -0.7], [-0.7, 1.1, 0.5], [0.0, 0.0, 0.1], [-0.5, -0.4, 0.0], [-0.8, -0.7, -0.6], [0.2, -0.4, -0.4], [-1.0, 0.0, -1.0]],
  "homo_energy_ev": -9.11,
  "e_tot_ha": -1426.81055,
  "spin_multiplicity": 1
}